ORCA calculation (ωB97M-V/def2-TZVPD) on a structure of composition C2H4Sc in a non-equilibrium geometry.

LUMO (alpha / beta): -5.929 / -5.900 eV
total charge: +1
frontier orbital gap (alpha / beta): 7.05 / 6.80 eV

```
7
Properties=species:S:1:pos:R:3:lowdin_charge:R:1
C -0.4656 0.2454 0.0959 -0.20
C 0.6516 -0.4183 0.4833 -0.33
H -0.4470 1.3072 -0.1774 0.03
H -1.4735 -0.1300 0.3235 0.06
H 0.4733 -1.4279 0.8838 0.02
Sc 2.6024 0.4392 0.5690 1.30
H -1.3412 -0.0155 -2.1780 0.12
```